294
Properties=species:S:1:pos:R:3 method="wB97M-V/def2-TZVPD" energy_ev=-303988.1770 multiplicity=1 de_lowest_kcal_mol=31.97 e_lumo_ev=-2.33 mol_weight_g_mol=2941.97 max_force_ev_per_a=7.24
C 7.492 3.792 0.146
C 6.185 4.069 0.175
C 5.030 3.130 0.358
O 3.867 3.366 0.335
C 5.586 1.779 0.462
C 6.859 1.442 0.441
C 8.011 2.486 0.351
O 9.180 2.270 0.399
O 7.287 0.154 0.552
O 5.799 5.306 -0.132
H 8.202 4.584 -0.044
H 4.805 1.042 0.581
H 8.126 -0.004 0.114
H 5.202 5.538 0.583
C -4.839 4.828 -2.620
C -3.891 5.279 -1.717
C -4.370 5.827 -0.421
O -3.654 6.110 0.561
C -5.768 6.255 -0.491
C -6.655 5.913 -1.417
C -6.265 5.044 -2.500
O -7.031 4.730 -3.414
O -7.868 6.558 -1.527
O -2.514 5.139 -1.876
H -4.555 4.363 -3.552
H -6.034 7.110 0.114
H -8.325 6.372 -2.351
H -2.080 5.739 -1.265
C -2.964 -10.031 -0.205
C -2.914 -8.777 0.338
C -1.700 -7.968 0.064
O -1.552 -6.858 0.566
C -0.664 -8.571 -0.902
C -0.730 -9.798 -1.409
C -1.978 -10.619 -1.132
O -2.291 -11.651 -1.720
O 0.295 -10.285 -2.158
O -3.871 -8.099 1.081
H -3.834 -10.584 0.116
H 0.310 -8.110 -0.974
H -0.141 -10.663 -2.926
H -3.476 -7.276 1.380
C -5.663 1.401 4.771
C -5.474 1.879 6.001
C -4.123 1.860 6.709
O -3.936 2.237 7.904
C -3.086 1.311 5.941
C -3.276 0.820 4.666
C -4.637 0.758 3.982
O -4.900 0.285 2.840
O -2.273 0.306 3.835
O -6.551 2.325 6.741
H -6.675 1.503 4.408
H -2.150 1.436 6.466
H -2.635 -0.136 3.063
H -6.270 2.821 7.514
C 0.339 -10.938 1.605
C -0.355 -11.568 2.519
C -0.857 -10.936 3.785
O -1.525 -11.594 4.599
C -0.509 -9.507 3.865
C 0.190 -8.867 2.920
C 0.790 -9.608 1.750
O 1.527 -9.135 0.937
O 0.610 -7.520 3.107
O -0.657 -12.909 2.348
H 0.540 -11.492 0.700
H -0.958 -8.965 4.684
H 0.719 -7.017 2.297
H -1.058 -13.272 3.141
C -2.461 2.377 -6.596
C -2.062 2.728 -5.336
C -0.670 3.309 -5.075
O -0.317 3.553 -3.869
C 0.172 3.582 -6.274
C -0.285 3.110 -7.496
C -1.640 2.612 -7.805
O -2.109 2.319 -8.824
O 0.385 3.158 -8.670
O -2.914 2.620 -4.271
H -3.428 1.935 -6.786
H 1.166 3.986 -6.155
H -0.020 2.656 -9.381
H -2.541 2.655 -3.387
C -4.108 -3.742 -1.851
C -3.067 -4.584 -1.665
C -2.430 -5.410 -2.754
O -1.455 -6.120 -2.577
C -3.108 -5.311 -4.009
C -4.274 -4.535 -4.199
C -4.915 -3.723 -3.105
O -5.985 -3.137 -3.106
O -5.105 -4.494 -5.254
O -2.425 -4.534 -0.456
H -4.419 -3.115 -1.029
H -2.653 -5.918 -4.778
H -5.914 -3.982 -5.172
H -1.811 -5.271 -0.426
C -1.971 -4.432 7.864
C -2.539 -3.743 6.881
C -2.126 -2.384 6.550
O -2.717 -1.775 5.651
C -1.028 -1.863 7.353
C -0.569 -2.552 8.377
C -0.929 -3.932 8.747
O -0.483 -4.544 9.754
O 0.400 -1.925 9.110
O -3.436 -4.452 6.060
H -2.145 -5.493 7.965
H -0.660 -0.898 7.038
H 0.751 -2.527 9.770
H -3.933 -3.762 5.615
C -1.744 -3.496 3.236
C -1.674 -4.707 3.811
C -2.630 -5.799 3.555
O -2.602 -7.023 3.942
C -3.885 -5.322 2.885
C -4.069 -4.061 2.394
C -2.900 -3.098 2.419
O -2.743 -1.999 1.867
O -5.286 -3.662 2.010
O -0.621 -5.035 4.611
H -0.882 -2.895 3.484
H -4.762 -5.949 2.830
H -5.318 -2.788 1.615
H -0.447 -5.967 4.460
C -2.307 7.164 -4.313
C -3.122 7.987 -3.602
C -4.283 8.603 -4.194
O -5.143 9.217 -3.621
C -4.285 8.533 -5.697
C -3.457 7.689 -6.406
C -2.390 6.972 -5.735
O -1.551 6.156 -6.292
O -3.549 7.403 -7.778
O -2.898 8.265 -2.305
H -1.653 6.413 -3.895
H -5.023 9.036 -6.305
H -4.220 7.937 -8.209
H -3.363 9.052 -2.011
C 3.686 -2.969 4.601
C 2.529 -2.559 4.161
C 1.700 -1.478 4.804
O 0.622 -0.986 4.406
C 2.394 -0.864 5.905
C 3.595 -1.290 6.350
C 4.330 -2.413 5.711
O 5.462 -2.785 6.078
O 3.969 -0.653 7.487
O 1.874 -3.281 3.135
H 4.119 -3.764 4.012
H 1.931 -0.048 6.441
H 4.854 -0.884 7.780
H 1.103 -2.811 2.808
C 2.491 8.352 -5.496
C 3.827 8.221 -5.767
C 4.706 7.207 -5.083
O 5.989 7.160 -5.281
C 3.998 6.274 -4.227
C 2.711 6.423 -3.970
C 1.812 7.447 -4.486
O 0.577 7.472 -4.182
O 2.126 5.459 -3.183
O 4.419 9.047 -6.764
H 1.779 8.990 -5.999
H 4.617 5.511 -3.781
H 1.197 5.276 -3.341
H 5.319 8.785 -6.971
C -7.071 1.709 -2.000
C -6.839 1.092 -3.229
C -5.787 0.112 -3.564
O -5.418 -0.295 -4.668
C -4.944 -0.045 -2.370
C -5.211 0.509 -1.124
C -6.336 1.374 -0.796
O -6.700 1.810 0.281
O -4.273 0.350 -0.070
O -7.681 1.387 -4.182
H -7.866 2.435 -1.907
H -3.963 -0.497 -2.365
H -4.673 0.267 0.798
H -7.292 1.191 -5.038
C -2.210 4.854 4.919
C -1.132 4.500 4.202
C -1.185 4.001 2.749
O -0.236 3.605 2.159
C -2.540 3.799 2.325
C -3.670 4.112 3.005
C -3.589 4.772 4.377
O -4.556 5.271 4.901
O -4.838 3.755 2.489
O 0.075 4.641 4.813
H -2.069 5.195 5.934
H -2.685 3.313 1.371
H -5.573 4.058 3.026
H 0.770 4.523 4.161
C 5.631 0.921 -2.770
C 4.420 0.452 -3.325
C 3.581 1.318 -4.211
O 2.400 1.068 -4.464
C 4.396 2.374 -4.775
C 5.559 2.882 -4.314
C 6.248 2.207 -3.172
O 7.290 2.572 -2.748
O 6.123 3.885 -4.966
O 3.918 -0.708 -2.925
H 6.126 0.172 -2.169
H 3.977 2.898 -5.622
H 6.995 3.920 -4.567
H 2.960 -0.728 -2.983
C 5.246 2.510 4.853
C 6.109 1.474 4.701
C 5.717 0.301 3.922
O 6.487 -0.630 3.693
C 4.321 0.306 3.510
C 3.465 1.328 3.699
C 3.847 2.576 4.388
O 3.162 3.599 4.486
O 2.234 1.358 3.156
O 7.384 1.509 5.235
H 5.624 3.360 5.401
H 3.958 -0.359 2.741
H 1.758 1.978 3.714
H 7.997 0.831 4.943
C 1.034 7.707 2.025
C 1.054 6.566 1.344
C 0.417 6.375 0.040
O -0.079 5.365 -0.379
C 0.344 7.659 -0.585
C 0.473 8.860 0.004
C 0.650 8.999 1.438
O 0.563 10.043 2.120
O 0.363 10.053 -0.598
O 1.607 5.453 2.004
H 1.631 7.739 2.924
H 0.177 7.799 -1.643
H 0.170 10.775 0.005
H 1.524 4.636 1.506
C -0.865 -0.401 -0.304
C 0.151 -1.161 0.245
C 1.608 -0.738 0.317
O 2.548 -1.402 0.755
C 1.792 0.586 -0.305
C 0.845 1.325 -0.943
C -0.614 0.863 -1.050
O -1.566 1.359 -1.612
O 1.108 2.591 -1.409
O -0.165 -2.336 0.826
H -1.881 -0.756 -0.386
H 2.743 1.077 -0.161
H 0.421 2.887 -2.010
H -0.926 -2.288 1.409
C -2.370 -1.651 -4.897
C -1.396 -1.721 -3.893
C 0.080 -1.327 -4.052
O 0.992 -1.338 -3.141
C 0.410 -0.989 -5.441
C -0.599 -0.856 -6.411
C -2.017 -1.051 -6.238
O -2.879 -0.781 -7.056
O -0.248 -0.663 -7.745
O -1.697 -2.282 -2.715
H -3.360 -1.929 -4.567
H 1.430 -1.087 -5.782
H -1.064 -0.697 -8.250
H -0.958 -2.341 -2.106
C 5.872 -3.568 1.173
C 6.106 -3.411 -0.141
C 7.435 -3.009 -0.725
O 7.585 -2.598 -1.843
C 8.497 -2.953 0.297
C 8.205 -2.927 1.621
C 6.861 -3.310 2.220
O 6.621 -3.796 3.320
O 9.176 -3.011 2.562
O 5.026 -3.368 -1.077
H 4.851 -3.663 1.513
H 9.512 -2.861 -0.062
H 8.659 -3.205 3.347
H 5.255 -2.992 -1.930
C 3.003 -6.614 0.391
C 3.808 -6.791 -0.606
C 3.788 -6.037 -1.892
O 4.574 -5.998 -2.809
C 2.579 -5.071 -1.910
C 1.737 -4.886 -0.872
C 1.885 -5.681 0.376
O 1.011 -5.661 1.233
O 0.678 -4.018 -0.875
O 4.779 -7.695 -0.536
H 3.116 -7.432 1.087
H 2.272 -4.454 -2.741
H 0.504 -3.659 -0.002
H 5.136 -7.740 -1.426


92
Properties=species:S:1:pos:R:3 method="wB97M-V/def2-TZVPD" energy_ev=-299461.2655 multiplicity=1 total_charge=-4 e_lumo_ev=3.12 mol_weight_g_mol=1946.69 max_force_ev_per_a=7.45
Cs -5.585 -2.094 -5.439
Cs -0.289 2.219 -2.549
C 1.407 -4.788 -0.251
F 1.157 -4.148 -1.450
F 2.537 -4.291 0.189
F 0.595 -4.498 0.687
S 1.450 -6.679 -0.493
O 0.105 -6.878 -1.081
O 2.520 -6.903 -1.509
N 1.628 -7.242 1.072
S 2.750 -8.326 0.873
O 2.219 -9.396 0.010
O 4.118 -7.894 0.665
C 2.854 -8.872 2.724
F 1.791 -9.428 3.198
F 3.837 -9.835 2.853
F 3.220 -7.817 3.601
C 2.175 1.415 0.808
F 1.127 2.237 0.498
F 2.414 1.337 2.126
F 1.959 0.253 0.310
S 3.766 2.165 -0.056
O 4.791 1.320 0.433
O 3.522 2.102 -1.503
N 3.893 3.783 0.601
S 5.394 4.061 0.683
O 6.336 3.524 -0.327
O 5.608 5.510 1.048
C 5.765 3.115 2.342
F 6.390 3.940 3.147
F 4.794 2.650 3.029
F 6.563 2.218 2.117
C -0.560 -0.557 -5.044
F -1.425 0.375 -5.488
F -0.250 -1.352 -6.090
F 0.522 -0.037 -4.550
S -1.554 -1.663 -3.745
O -2.795 -2.127 -4.357
O -0.724 -2.708 -3.152
N -1.693 -0.380 -2.455
S -2.580 -1.089 -1.381
O -3.924 -0.471 -1.381
O -2.534 -2.541 -1.188
C -1.693 -0.372 0.207
F -2.436 -0.694 1.297
F -0.487 -1.000 0.226
F -1.599 0.970 0.188
C 0.215 7.305 -6.162
F 0.990 8.117 -6.784
F 0.964 6.655 -5.244
F -0.758 7.947 -5.547
S -0.490 5.959 -7.439
O -0.709 6.557 -8.773
O 0.668 5.023 -7.325
N -1.997 5.451 -6.675
S -1.851 3.900 -6.798
O -1.766 3.443 -8.185
O -1.112 3.230 -5.717
C -3.797 3.437 -6.572
F -4.176 2.879 -7.756
F -3.975 2.400 -5.785
F -4.584 4.475 -6.367
C -5.399 -7.185 5.472
F -6.123 -8.219 5.031
F -6.089 -6.421 6.311
F -4.386 -7.811 6.131
S -4.709 -6.089 3.960
O -3.761 -6.941 3.251
O -5.887 -5.827 3.102
N -3.853 -4.782 4.826
S -3.648 -3.693 3.756
O -2.801 -4.203 2.698
O -4.886 -2.973 3.330
C -2.663 -2.461 4.926
F -2.147 -1.479 4.167
F -3.572 -1.963 5.794
F -1.744 -3.140 5.634
C -0.703 3.425 3.204
F -1.279 3.809 4.298
F 0.366 2.709 3.556
F -1.501 2.751 2.550
S -0.134 4.992 2.294
O -0.386 4.721 0.887
O -0.918 6.105 2.773
N 1.599 5.202 2.583
S 1.836 5.575 4.090
O 0.856 6.442 4.787
O 2.208 4.460 4.994
C 3.528 6.599 3.860
F 3.363 7.560 2.923
F 3.688 7.308 5.009
F 4.446 5.637 3.486


37
Properties=species:S:1:pos:R:3 method="wB97M-V/def2-TZVPD" energy_ev=-54304.9925 multiplicity=1 total_charge=+1 e_lumo_ev="-6.67 / -6.78" mol_weight_g_mol=596.27 max_force_ev_per_a=4.87
Au 0.069 -0.064 -0.642
N 2.424 1.395 -2.479
N 1.613 2.473 -2.636
C 0.533 2.777 -1.710
O -0.082 3.779 -1.936
O 0.449 1.967 -0.737
H 2.751 1.302 -1.522
H 3.138 1.309 -3.193
H 1.563 2.914 -3.546
C -3.629 -3.511 -0.278
N -2.184 -3.443 -0.330
C -1.407 -4.532 -0.207
C -0.050 -4.455 -0.253
C 0.540 -3.173 -0.409
N -0.252 -2.109 -0.533
C -1.616 -2.198 -0.509
O -2.269 -1.181 -0.641
N 1.860 -3.021 -0.455
H -3.946 -4.546 -0.366
H -4.039 -2.914 -1.092
H -3.997 -3.081 0.655
H -1.916 -5.474 -0.066
H 0.567 -5.333 -0.166
H 2.463 -3.813 -0.312
H 2.259 -2.098 -0.482
F -0.446 5.686 2.218
C -0.012 4.442 2.133
C -0.865 3.383 2.459
F -2.102 3.629 2.868
C -0.423 2.074 2.345
F -1.256 1.071 2.617
C 0.871 1.788 1.897
S 1.378 0.157 1.626
C 1.711 2.859 1.574
F 2.916 2.598 1.060
C 1.287 4.173 1.691
F 2.099 5.170 1.358